Entry from the Open Molecules 2025 dataset: a structure of composition C34H35BrCdN10O7 (ωB97M-V/def2-TZVPD).

The geometry in XYZ format:
```
88
Properties=species:S:1:pos:R:3:forces:R:3
Cd -0.163 0.634 0.007 0.20 0.11 0.01
O -1.273 4.840 -0.330 0.00 0.01 0.00
C -0.868 3.712 0.005 -0.08 -0.08 0.01
N -1.316 2.529 -0.379 0.01 0.06 -0.08
C -2.306 2.517 -1.422 0.03 -0.02 0.03
C -1.966 1.514 -2.504 0.06 -0.02 0.00
C -2.611 1.557 -3.737 0.01 0.01 0.01
C -2.272 0.635 -4.705 0.01 -0.02 -0.02
C -1.286 -0.304 -4.431 0.01 0.01 -0.02
C -0.692 -0.289 -3.184 -0.03 0.08 0.03
N -1.037 0.598 -2.243 -0.09 -0.11 -0.03
C 0.312 3.652 0.971 -0.01 -0.04 0.08
C 0.859 4.837 1.449 -0.01 0.02 0.01
C 1.950 4.774 2.296 0.01 -0.01 0.01
C 2.467 3.534 2.646 -0.01 0.04 0.01
C 1.859 2.403 2.130 -0.06 -0.03 -0.01
N 0.806 2.465 1.320 0.10 0.05 -0.10
H -3.295 2.240 -1.033 0.00 0.03 0.01
H -2.413 3.508 -1.873 0.00 0.02 -0.03
H -3.367 2.312 -3.916 0.00 0.00 0.01
H -2.764 0.650 -5.671 0.00 0.00 0.00
H -0.978 -1.037 -5.165 0.00 0.00 0.01
H 0.085 -1.000 -2.918 -0.01 0.01 -0.01
H 0.411 5.766 1.130 0.00 0.00 0.00
H 2.400 5.682 2.679 0.00 0.00 0.00
H 3.324 3.440 3.299 0.00 0.00 0.00
H 2.219 1.408 2.367 0.00 0.01 -0.02
O 6.267 1.412 -3.579 0.13 0.26 0.14
C 6.089 0.778 -2.519 -0.24 -0.66 -0.38
O 6.872 0.055 -1.873 0.09 0.20 0.11
C 4.626 0.784 -2.008 0.05 0.24 0.11
C 3.714 1.721 -2.482 -0.05 -0.04 -0.02
C 2.414 1.696 -2.010 0.02 -0.03 0.00
N 1.982 0.783 -1.140 -0.05 -0.02 0.08
C 2.842 -0.135 -0.691 -0.07 0.02 -0.04
C 4.173 -0.145 -1.082 0.04 0.00 0.05
C 2.286 -1.201 0.255 -0.01 0.04 -0.07
O 3.048 -2.098 0.610 0.01 0.00 0.02
O 1.057 -1.093 0.593 0.00 -0.08 0.08
H 4.041 2.442 -3.218 0.01 0.00 0.00
H 1.676 2.422 -2.340 0.00 0.00 0.01
H 4.858 -0.870 -0.668 -0.02 0.02 0.00
C -4.429 0.255 0.563 0.06 -0.01 0.00
C -3.811 -0.863 -0.209 -0.04 0.05 0.02
N -3.870 -1.026 -1.515 -0.03 -0.08 -0.03
C -3.099 -2.139 -1.769 -0.05 -0.03 0.06
C -2.586 -2.635 -0.604 -0.06 0.01 -0.01
N -3.068 -1.821 0.389 0.18 0.13 -0.17
H -3.677 1.014 0.797 -0.02 -0.02 0.03
H -4.836 -0.102 1.510 -0.01 0.00 -0.01
H -5.223 0.709 -0.027 0.01 0.00 -0.01
H -2.957 -2.516 -2.770 0.00 0.03 0.00
H -1.943 -3.474 -0.398 0.00 0.02 0.01
H -2.779 -1.778 1.380 -0.04 -0.11 0.05
C 0.940 -4.505 0.073 0.04 0.00 0.01
N 1.949 -4.645 -0.951 -0.03 -0.03 0.02
C 2.286 -6.012 -1.275 0.00 0.02 0.00
C 1.988 -3.683 -1.956 0.05 0.06 -0.03
N 1.069 -2.827 -2.206 -0.05 -0.08 0.02
N 3.147 -3.702 -2.723 0.02 0.02 -0.01
C 3.181 -2.743 -3.816 -0.01 -0.01 0.02
C 4.424 -3.773 -2.015 0.01 0.01 0.02
H 1.242 -5.095 0.941 0.00 0.01 0.00
H -0.044 -4.873 -0.259 -0.02 -0.01 -0.01
H 0.865 -3.464 0.389 0.00 -0.02 0.01
H 1.390 -6.593 -1.545 -0.01 -0.01 0.00
H 2.753 -6.499 -0.413 0.00 0.00 -0.01
H 2.976 -6.044 -2.114 0.00 0.01 0.01
H 0.249 -2.994 -1.631 0.00 0.01 0.00
H 2.276 -2.833 -4.413 0.00 0.00 -0.01
H 4.053 -2.959 -4.435 0.00 0.00 0.01
H 3.253 -1.711 -3.458 0.00 0.00 0.01
H 4.341 -4.410 -1.139 0.00 0.02 -0.01
H 4.746 -2.785 -1.675 0.00 -0.04 -0.03
H 5.185 -4.175 -2.688 0.00 -0.01 0.00
Br -2.212 -0.227 8.384 -0.01 -0.01 0.00
C -1.757 0.523 6.694 0.01 0.02 0.00
C -1.193 1.787 6.650 -0.01 -0.02 -0.03
N -0.851 2.371 5.506 -0.01 -0.02 -0.05
C -1.062 1.695 4.375 0.00 0.01 0.11
C -1.623 0.422 4.333 0.01 0.04 -0.04
C -1.985 -0.178 5.527 -0.01 -0.03 -0.02
C -1.840 -0.298 3.004 0.17 0.06 0.16
O -2.492 -1.361 3.054 -0.04 -0.04 -0.08
O -1.343 0.266 2.007 -0.17 0.00 -0.05
H -1.015 2.340 7.566 0.01 0.01 -0.01
H -0.780 2.174 3.446 0.00 0.00 0.00
H -2.429 -1.164 5.507 0.00 0.00 0.02
```
Forces are in eV/Å.

Computed properties:
Gap between HOMO and LUMO   6.837 eV
LUMO level   3.454 eV
Highest occupied orbital energy   -3.38 eV
Total energy   -139673.4944 eV
ΔE to the lowest compared entry with this formula, charge and spin   13.79 kcal per mole
Charge   -2

In elementary charge units, the Löwdin charges are: 1.406 -0.037 -0.531 -0.053 -0.193 -0.269 -0.037 -0.078 -0.073 -0.137 0.043 -0.199 -0.011 -0.068 -0.064 -0.132 0.042 0.105 0.111 0.110 0.097 0.098 0.067 0.107 0.099 0.098 0.117 -0.070 -0.702 -0.060 -0.109 -0.013 -0.140 0.027 -0.203 0.028 -0.646 0.015 -0.176 0.105 0.100 0.109 -0.026 -0.424 0.085 -0.188 -0.112 0.107 0.057 0.076 0.071 0.083 0.082 0.094 -0.078 -0.176 -0.086 -0.459 0.166 -0.164 -0.077 -0.056 0.089 0.075 0.064 0.081 0.082 0.076 0.028 0.072 0.081 0.083 0.077 0.076 0.082 0.676 -0.670 -0.219 0.069 -0.069 -0.093 -0.056 -0.624 -0.027 -0.113 0.091 0.102 0.113